ORCA calculation (ωB97M-V/def2-TZVPD) on one molecule with the formula C4H9N3 at a distorted geometry.

Output
Gap between HOMO and LUMO (spin up / spin down) ... 6.511 / 8.823 eV
Largest force on an atom ... 0.07099 Eh/bohr
Expectation value of S² ... 2.009
E_LUMO (spin up / spin down) ... 1.10 / -0.47 eV
Relative energy (zero: lowest compared OMol25 entry of this formula, charge and spin) ... 2.689 eV

```
! RIJCOSX wB97M-V def2-TZVPD def2/J DEFGRID3
* xyz 0 3
C -0.516 1.355 -0.441
C -0.532 0.107 -1.311
C -1.595 0.377 -0.357
C 1.728 -0.406 0.960
N 0.320 -1.095 -0.962
N -0.709 -0.960 1.019
N 0.495 -1.043 0.446
H 0.182 1.401 0.359
H -0.783 2.420 -0.876
H -0.794 0.275 -2.409
H -2.671 0.445 -0.305
H 2.186 0.226 0.163
H 1.512 0.244 1.770
H 2.365 -1.177 1.247
H -0.377 -1.879 -1.169
H -0.812 -0.288 1.868
*
```